1.
Computed, not measured: a molecular structure, C10H29EuN6, with ωB97M-V/def2-TZVPD.

The value obtained for the HOMO-LUMO gap (spin up / spin down) is 8.55 / 10.30 eV.

Structure (ORCA input):
```
! wB97M-V def2-TZVPD RIJCOSX def2/J DEFGRID3
* xyz 3 8
Eu -0.449 -0.032 0.319
N -1.615 2.066 1.232
C -2.104 1.621 2.580
C -0.954 1.063 3.409
N -0.404 -0.188 2.814
C 1.011 -0.391 3.232
C 2.003 0.484 2.472
N 2.023 0.172 1.001
C -1.227 -1.347 3.268
C -1.281 -2.475 2.246
N -1.934 -2.007 0.979
H -1.046 2.893 1.396
H -2.423 2.440 0.739
H -2.884 0.873 2.428
H -2.553 2.453 3.123
H -1.295 0.876 4.431
H -0.167 1.815 3.470
H 1.273 -1.440 3.075
H 1.118 -0.184 4.301
H 2.989 0.326 2.907
H 1.770 1.543 2.588
H 2.592 -0.665 0.892
H 2.598 0.894 0.574
H -2.244 -1.004 3.462
H -0.839 -1.737 4.212
H -1.838 -3.303 2.684
H -0.280 -2.844 2.006
H -2.906 -1.817 1.217
H -2.014 -2.817 0.367
N 1.413 0.411 -5.084
C 1.298 -0.977 -4.534
C 1.172 -0.939 -3.012
N 0.031 -0.119 -2.530
C 0.154 1.243 -3.110
C 0.260 1.253 -4.635
H 1.444 0.378 -6.107
H 2.299 0.837 -4.800
H 2.171 -1.560 -4.825
H 0.424 -1.438 -4.994
H 2.088 -0.533 -2.576
H 1.061 -1.965 -2.665
H -0.805 -0.531 -2.941
H 1.039 1.717 -2.676
H -0.716 1.838 -2.839
H 0.386 2.273 -4.998
H -0.641 0.846 -5.096
*
```

---

2.
Computed, not measured: 6 unconnected molecules or ions with the total composition C4H19NO8, with ωB97M-V/def2-TZVPD.

The value obtained for the HOMO-LUMO gap (spin up / spin down) is 10.30 / 4.44 eV. The value obtained for the relative energy (zero: lowest compared OMol25 entry of this formula, charge and spin) is 0.0 kcal per mole.

Structure (ORCA input):
```
! wB97M-V def2-TZVPD RIJCOSX def2/J DEFGRID3
* xyz 1 2
C 0.374 -2.136 -1.895
O 1.496 -2.713 -2.504
C 0.782 -0.791 -1.239
C -0.436 -0.154 -0.527
C -0.868 1.152 -1.157
O 0.191 1.893 -1.599
O -1.995 1.523 -1.323
N 1.856 -1.001 -0.231
H -0.449 -1.993 -2.653
H 0.048 -2.887 -1.110
H 1.788 -2.130 -3.286
H 1.194 -0.124 -1.980
H -0.251 0.048 0.566
H -1.298 -0.834 -0.506
H -0.060 2.846 -1.866
H 1.476 -1.422 0.665
H 2.597 -1.619 -0.652
H -2.178 -2.198 2.321
H -3.048 -1.477 1.212
O -2.230 -1.421 1.764
H 0.574 2.231 0.867
H -0.754 1.882 1.614
O -0.385 2.416 0.892
H 1.952 1.990 -0.401
H 2.274 0.864 0.488
O 2.199 1.824 0.500
H -2.464 1.492 2.795
H -1.855 0.072 2.425
O -1.654 0.998 2.803
H 1.399 -1.039 3.073
H -0.057 -0.977 2.505
O 0.755 -1.538 2.524
*
```

---

3.
Computed, not measured: C3H2N2O in the gas phase, with ωB97M-V/def2-TZVPD.

The value obtained for the HOMO-LUMO gap (spin up / spin down) is 8.16 / 7.98 eV. The value obtained for the relative energy (zero: lowest compared OMol25 entry of this formula, charge and spin) is 50.0 kcal per mole.

Structure (ORCA input):
```
! wB97M-V def2-TZVPD RIJCOSX def2/J DEFGRID3
* xyz 0 1
C -0.483 0.715 0.013
C -0.367 -0.702 0.005
C -2.585 -0.035 0.009
N -1.695 1.126 0.013
N -1.891 -1.213 0.021
O -3.778 0.088 -0.021
H 0.348 1.401 0.040
H 0.436 -1.399 -0.043
*
```

---

4.
Computed, not measured: a molecular structure, C35H37BrMnP2, with ωB97M-V/def2-TZVPD.

The value obtained for the HOMO-LUMO gap (spin up / spin down) is 4.76 / 4.84 eV.

Structure (ORCA input):
```
! wB97M-V def2-TZVPD RIJCOSX def2/J DEFGRID3
* xyz 2 4
Mn -5.924 1.706 -0.123
C -0.015 1.899 -0.841
C -0.797 2.710 -1.573
C -0.868 2.817 -3.072
C -2.219 2.346 -3.688
C -2.411 0.868 -3.412
C -1.735 0.043 -2.592
C -0.219 -0.149 -2.504
C 0.546 0.586 -1.360
C -7.241 0.123 0.386
H 0.387 2.272 0.128
H -1.229 3.599 -1.094
H -0.036 2.298 -3.558
H -0.739 3.882 -3.307
H -3.067 2.913 -3.245
H -2.235 2.602 -4.768
H -3.324 0.451 -3.879
H -2.231 -0.596 -1.825
H 0.273 0.113 -3.452
H -0.018 -1.228 -2.355
H 0.603 -0.069 -0.472
H 1.592 0.723 -1.722
H -6.355 0.498 1.073
H -6.925 -0.879 0.087
H -8.048 0.123 1.131
P -7.496 3.238 0.184
P -7.978 0.525 -1.416
C -7.766 3.244 -1.632
C -7.892 2.082 -2.331
C -8.852 4.145 0.894
C -9.280 5.234 0.128
C -10.077 6.222 0.687
C -10.535 6.086 2.002
C -10.260 4.902 2.713
C -9.433 3.914 2.163
C -6.047 4.381 0.311
C -4.904 3.807 -0.300
C -3.623 4.216 0.115
C -3.477 5.321 0.954
C -4.629 5.953 1.463
C -5.916 5.445 1.212
C -9.843 0.231 -1.474
C -10.740 1.184 -0.933
C -12.117 1.085 -1.171
C -12.629 0.029 -1.937
C -11.755 -0.926 -2.461
C -10.378 -0.819 -2.240
C -7.278 -0.717 -2.569
C -7.269 -2.075 -2.174
C -6.414 -2.983 -2.812
C -5.711 -2.592 -3.961
C -5.854 -1.291 -4.452
C -6.611 -0.349 -3.748
H -7.940 4.215 -2.088
H -8.150 2.067 -3.397
H -8.970 5.319 -0.905
H -10.324 7.099 0.095
H -11.097 6.899 2.472
H -10.690 4.767 3.712
H -9.232 2.984 2.708
H -5.035 3.029 -1.107
H -2.749 3.641 -0.186
H -2.475 5.678 1.244
H -4.516 6.822 2.111
H -6.794 5.863 1.720
H -10.358 2.025 -0.345
H -12.798 1.837 -0.762
H -13.701 -0.048 -2.120
H -12.137 -1.758 -3.051
H -9.706 -1.545 -2.696
H -7.929 -2.418 -1.365
H -6.306 -3.993 -2.408
H -5.055 -3.300 -4.469
H -5.366 -1.005 -5.382
H -6.685 0.674 -4.110
Br -3.906 0.742 0.776
*
```

---

5.
Computed, not measured: 6 unconnected molecules or ions with the total composition C11H33NO6, with ωB97M-V/def2-TZVPD.

The value obtained for the HOMO-LUMO gap is 8.63 eV. The value obtained for the relative energy (zero: lowest compared OMol25 entry of this formula, charge and spin) is 9.6 kcal per mole.

Structure (ORCA input):
```
! wB97M-V def2-TZVPD RIJCOSX def2/J DEFGRID3
* xyz 0 1
O 12.001 -5.645 12.531
H 11.566 -6.109 11.795
H 12.932 -5.971 12.660
O 13.036 -2.394 14.340
H 12.883 -1.721 14.974
H 13.024 -3.285 14.751
O 14.977 -5.553 12.943
H 15.198 -5.007 13.685
H 14.880 -4.876 12.258
O 13.266 -3.250 11.457
H 13.228 -2.430 11.996
H 12.747 -3.877 11.985
C 11.910 -3.832 6.967
C 12.354 -4.546 8.238
O 11.667 -4.098 9.414
H 12.310 -4.279 6.035
H 12.160 -2.802 7.074
H 10.822 -3.967 6.921
H 13.448 -4.607 8.433
H 12.023 -5.607 8.089
H 12.293 -3.659 10.019
C 8.910 -3.414 11.121
C 7.885 -4.536 10.730
C 6.483 -4.150 11.049
C 5.880 -3.102 10.020
C 5.968 -3.616 8.617
C 7.445 -3.848 8.293
N 7.880 -4.892 9.304
O 9.225 -5.311 8.997
C 7.491 -4.591 6.931
C 8.214 -2.523 8.206
C 8.256 -5.814 11.478
H 8.611 -2.378 10.842
H 9.855 -3.593 10.587
H 9.112 -3.444 12.189
H 5.806 -5.034 10.848
H 6.368 -3.766 12.046
H 6.474 -2.221 10.037
H 4.855 -2.791 10.232
H 5.538 -2.893 7.929
H 5.418 -4.561 8.525
H 7.236 -5.576 7.241
H 6.673 -4.261 6.326
H 8.455 -4.473 6.359
H 8.046 -1.736 8.951
H 9.319 -2.673 8.134
H 8.002 -2.047 7.236
H 7.751 -6.750 11.244
H 7.861 -5.716 12.515
H 9.327 -5.946 11.530
H 9.798 -4.636 9.314
*
```

---

6.
Computed, not measured: 2 unconnected molecules or ions with the total composition CH3NO4S, with ωB97M-V/def2-TZVPD.

The value obtained for the HOMO-LUMO gap is 10.22 eV. The value obtained for the relative energy (zero: lowest compared OMol25 entry of this formula, charge and spin) is 10.6 kcal per mole.

Structure (ORCA input):
```
! wB97M-V def2-TZVPD RIJCOSX def2/J DEFGRID3
* xyz 0 1
C 0.332 -1.264 -0.078
N 1.542 0.686 0.249
O -0.672 -1.881 0.004
O -2.293 0.662 1.049
O -1.266 0.835 -1.041
O 0.506 -0.197 0.670
S -2.128 0.024 -0.194
H 1.138 -1.320 -0.994
H 1.682 1.355 0.946
H 1.158 1.101 -0.610
*
```